*w*
Here is 2 unconnected molecules or ions with the total composition C5H16NO from the Open Molecules 2025 dataset. Energies are from ωB97M-V with the def2-TZVPD basis set.

Geometry (Å):
O (0.171, -0.971, 1.684)
N (-0.882, 1.102, 0.334)
C (0.967, -1.780, 0.782)
C (1.146, -2.920, -1.410)
C (-1.262, 3.453, -0.332)
C (0.284, -1.995, -0.553)
C (-0.374, 2.509, 0.464)
H (0.773, -2.990, -2.430)
H (-0.895, 0.816, -0.637)
H (-1.198, 3.236, -1.396)
H (-1.846, 1.024, 0.673)
H (1.917, -1.261, 0.620)
H (0.490, -1.161, 2.570)
H (0.191, -1.048, -1.095)
H (-0.365, 2.768, 1.518)
H (-2.307, 3.377, -0.030)
H (1.199, -3.930, -1.013)
H (-0.338, 0.432, 0.926)
H (-0.956, 4.475, -0.156)
H (1.201, -2.733, 1.255)
H (-0.722, -2.394, -0.415)
H (0.649, 2.500, 0.098)
H (2.156, -2.509, -1.457)

Computed properties:
HOMO energy = -14.76 eV
Kohn-Sham gap = 11.7031 eV
charge = +1

These are the natural (NBO) partial charges, in e, on atoms 1 to 8:
1 O -0.7670
2 N -0.6915
3 C -0.0709
4 C -0.6057
5 C -0.6335
6 C -0.4195
7 C -0.2185
8 H 0.2300

=====

*x*
Here is 3 unconnected molecules or ions with the total composition C5H16NO from the Open Molecules 2025 dataset. Energies are from ωB97M-V with the def2-TZVPD basis set.

Geometry (Å):
O (-1.488, 1.611, -0.691)
N (-3.667, -0.466, 0.595)
C (-0.429, -1.639, -0.847)
C (1.085, -1.080, -0.850)
C (2.732, 0.431, 1.147)
C (1.051, 0.451, -0.657)
C (1.284, 0.904, 0.749)
H (1.216, 1.990, 0.851)
H (3.073, 0.851, 2.090)
H (-2.771, 0.039, 0.779)
H (1.572, 0.981, -1.565)
H (-0.971, -1.485, -1.798)
H (0.458, 0.425, 1.423)
H (-4.289, 0.088, -0.006)
H (1.590, -1.404, -1.780)
H (-4.143, -0.744, 1.454)
H (-1.799, 2.544, -0.794)
H (-0.618, -2.678, -0.560)
H (-0.503, 1.647, -0.861)
H (-1.111, -1.007, -0.226)
H (3.414, 0.734, 0.340)
H (2.692, -0.633, 1.243)
H (1.625, -1.561, -0.036)

Computed properties:
HOMO energy = -12.38 eV
Kohn-Sham gap = 4.8214 eV
charge = +1

These are the natural (NBO) partial charges, in e, on atoms 1 to 8:
1 O -0.9045
2 N -1.1044
3 C -0.6120
4 C -0.5447
5 C -0.5468
6 C 0.3940
7 C -0.5518
8 H 0.2598

=====

Relative energy table, unit eV: *w* 0.000; *x* 4.200

=====

*w*
Here is C3H3NOS in the gas phase from the Open Molecules 2025 dataset. Energies are from ωB97M-V with the def2-TZVPD basis set.

Geometry (Å):
S (3.233, 0.241, 0.808)
O (2.228, 2.390, -0.395)
N (-0.334, 0.603, 0.682)
C (0.683, 0.857, -0.134)
C (2.119, 1.300, 0.031)
C (-0.203, -0.204, -0.515)
H (0.370, -1.077, -0.382)
H (-1.254, 0.964, 0.978)
H (-1.019, -0.198, -1.214)

Computed properties:
HOMO energy (alpha / beta) = -8.48 / -8.48 eV
Kohn-Sham gap (alpha / beta) = 6.7035 / 6.7080 eV

These are the natural (NBO) partial charges, in e, on atoms 1 to 8:
1 S -0.2224
2 O -0.5503
3 N -0.5157
4 C 0.4171
5 C 0.2628
6 C -0.2908
7 H 0.2214
8 H 0.4549

=====

*x*
Here is a molecular structure, C3H3NOS from the Open Molecules 2025 dataset. Energies are from ωB97M-V with the def2-TZVPD basis set.

Geometry (Å):
S (-1.457, -0.420, 0.110)
O (2.954, 0.573, 0.028)
N (0.584, -2.177, 0.257)
C (1.494, -1.373, 0.241)
C (2.073, -0.213, 0.113)
C (-0.362, 0.724, 0.599)
H (-0.385, -1.873, 0.185)
H (0.022, 0.894, 1.581)
H (-0.112, 1.625, -0.034)

Computed properties:
HOMO energy = -8.78 eV
Kohn-Sham gap = 7.2014 eV

These are the natural (NBO) partial charges, in e, on atoms 1 to 8:
1 S -0.0021
2 O -0.4092
3 N -0.4177
4 C 0.0939
5 C 0.5231
6 C -0.5103
7 H 0.3264
8 H 0.1897

=====

*y*
Here is C3H3NOS in the gas phase from the Open Molecules 2025 dataset. Energies are from ωB97M-V with the def2-TZVPD basis set.

Geometry (Å):
S (3.332, 0.518, -2.267)
O (1.579, 0.266, 1.810)
N (0.351, -0.110, -0.086)
C (0.794, -0.373, 1.155)
C (0.720, 0.852, -1.083)
C (1.937, 0.645, -1.643)
H (-0.516, -0.488, -0.394)
H (0.565, -1.388, 1.499)
H (-0.204, 1.369, -1.555)

Computed properties:
HOMO energy = -8.46 eV
Kohn-Sham gap = 7.8152 eV
SMILES = O=CNC=C=S

These are the natural (NBO) partial charges, in e, on atoms 1 to 8:
1 S 0.2464
2 O -0.5788
3 N -0.6239
4 C 0.5197
5 C -0.2345
6 C -0.0812
7 H 0.3923
8 H 0.1153

=====

Relative energy table, unit eV: *w* 2.503; *x* 2.342; *y* 0.000

=====

*w*
Here is a molecular structure, C3H3NOS from the Open Molecules 2025 dataset. Energies are from ωB97M-V with the def2-TZVPD basis set.

Geometry (Å):
S (1.376, 2.465, -0.150)
O (1.170, -1.152, -1.796)
N (0.282, -0.286, 0.225)
C (1.453, 0.993, -0.619)
C (-1.044, -0.391, 0.705)
C (0.931, -0.409, -0.899)
H (-1.597, -1.192, 0.206)
H (-0.999, -0.583, 1.777)
H (-1.573, 0.557, 0.552)

Computed properties:
HOMO energy (alpha / beta) = -9.06 / -9.06 eV
Kohn-Sham gap (alpha / beta) = 7.8433 / 7.8427 eV

These are the natural (NBO) partial charges, in e, on atoms 1 to 8:
1 S 0.2691
2 O -0.5511
3 N -0.4374
4 C -0.0659
5 C -0.4285
6 C 0.5836
7 H 0.2109
8 H 0.2172

=====

*x*
Here is C3H3NOS in the gas phase from the Open Molecules 2025 dataset. Energies are from ωB97M-V with the def2-TZVPD basis set.

Geometry (Å):
S (-0.815, 1.429, -1.023)
O (2.089, -0.709, -0.287)
N (-1.961, -1.042, 1.543)
C (-0.060, 0.166, 0.222)
C (0.878, -0.829, -0.400)
C (-1.188, -0.433, 0.957)
H (0.210, 2.246, -1.203)
H (0.468, -1.746, -0.779)
H (0.379, 0.918, 0.970)

Computed properties:
HOMO energy = -10.32 eV
Kohn-Sham gap = 9.8688 eV
SMILES = N#C[C@H](S)C=O

These are the natural (NBO) partial charges, in e, on atoms 1 to 8:
1 S -0.0019
2 O -0.4728
3 N -0.2698
4 C -0.4988
5 C 0.4113
6 C 0.2512
7 H 0.1373
8 H 0.1476

=====

Relative energy table, unit eV: *w* 2.001; *x* 0.000